1.
{
  "formula": "C3H4O3",
  "method": "wB97M-V/def2-TZVPD",
  "lumo_energy_ev": 0.5,
  "e_above_lowest_kj_mol": 183.2,
  "homo_energy_ev": -9.47,
  "gap_ev": 9.958,
  "total_charge": 0,
  "elements": ["O", "C", "O", "C", "C", "O", "H", "H", "H", "H"],
  "xyz": [[-1.06412, -1.96818, 0.46673], [-1.14187, -0.86176, 0.00998], [-2.28220, 0.08509, 0.16162], [-0.14638, 0.09514, -0.41396], [1.02742, 0.10594, 0.24142], [2.07689, 0.85418, -0.21540], [-2.28020, 0.92160, -0.33712], [-0.28720, 0.61819, -1.35032], [1.23228, -0.48277, 1.12822], [2.86537, 0.63257, 0.30882]],
  "forces_ev_per_angstrom": [[-0.959, 1.622, -0.918], [-1.439, 2.836, 1.624], [-0.953, -2.879, 0.386], [3.118, -1.213, -0.468], [0.028, 0.233, -1.205], [0.071, -0.220, 0.630], [0.795, -0.806, 0.075], [0.024, 0.247, 0.177], [-0.259, -0.101, -0.038], [-0.424, 0.281, -0.263]],
  "mulliken_charge": [-0.48, 0.67, -0.52, -0.50, -0.08, -0.47, 0.35, 0.37, 0.30, 0.35]
}

---

2.
{
  "formula": "C3H4O3S",
  "method": "wB97M-V/def2-TZVPD",
  "lumo_energy_ev": -0.7,
  "e_above_lowest_kj_mol": 464.7,
  "homo_energy_ev": -10.27,
  "gap_ev": 9.596,
  "total_charge": 0,
  "elements": ["C", "C", "C", "O", "O", "O", "S", "H", "H", "H", "H"],
  "xyz": [[2.33123, 0.50160, 0.29640], [-1.57390, 0.49120, -1.76139], [1.32568, 0.48225, 0.96322], [2.79379, 3.14192, 2.12331], [0.52729, 3.31036, 1.29751], [-0.98371, -0.57213, -1.80704], [1.92978, 3.31955, 1.01943], [-1.35982, 1.43434, -2.36422], [3.39125, 0.51982, -0.08327], [-2.47100, 0.54406, -1.16446], [0.43947, 0.45626, 1.63035]],
  "forces_ev_per_angstrom": [[1.359, -0.132, 0.256], [0.447, -0.997, -0.777], [-0.411, -0.369, 0.384], [1.029, -0.023, 0.851], [-0.291, 0.218, -0.191], [-0.203, 1.728, -0.259], [-0.783, 0.282, -0.540], [0.374, -1.038, 0.454], [-2.046, -0.055, 0.355], [-0.612, 0.315, 0.591], [1.138, 0.072, -1.123]],
  "mulliken_charge": [-0.32, -0.05, -0.33, -0.34, -0.39, -0.39, 0.68, 0.20, 0.33, 0.24, 0.39]
}